14
Properties=species:S:1:pos:R:3:forces:R:3 method="wB97M-V/def2-TZVPD" total_energy_ha=-324.61863 e_above_lowest_kj_mol=277.9 gap_ha=0.3592 lumo_energy_ev=0.927
C -0.4862 -0.7864 0.8525 -1.90 -0.35 -1.02
C 0.9494 -0.3634 0.9317 1.79 -1.34 1.02
C 0.3057 -0.3288 -1.3297 -1.16 2.70 0.21
C -0.9420 -0.1274 -0.4752 -0.98 -0.03 1.84
C -0.3561 1.2739 -0.0072 1.41 0.11 -3.12
H 1.2214 0.1795 1.8427 -0.42 0.13 -0.05
H 1.6637 -1.2757 1.0224 -1.06 1.38 -0.92
H 0.0020 0.2105 -2.3087 1.73 -0.85 1.30
H 0.7391 -1.3055 -1.3721 0.10 -0.56 -0.62
H -2.0241 -0.3628 -0.7468 1.56 0.44 0.24
H -0.5260 1.5889 1.0151 -0.10 0.17 0.04
H -0.3669 2.1625 -0.7640 -0.32 -1.69 1.36
N 1.0425 0.5398 -0.2296 -1.21 0.13 -0.90
O -1.2223 -1.4051 1.5689 0.53 -0.26 0.63

14
Properties=species:S:1:pos:R:3:forces:R:3 method="wB97M-V/def2-TZVPD" total_energy_ha=-324.68459 e_above_lowest_kj_mol=104.7 gap_ha=0.3121 lumo_energy_ev=0.793
C -1.7979 0.1260 0.5547 -0.16 -0.02 0.10
N -0.4064 -0.1535 0.2853 0.13 0.05 0.01
C 0.1630 -1.3953 0.0564 -0.06 -0.11 0.06
C 1.4227 -1.1974 -0.4204 -0.15 -0.17 -0.15
C 1.6245 0.2045 -0.5673 -0.31 -0.16 -0.36
C 0.4894 0.8054 -0.0741 -0.07 -0.35 -0.12
O 0.1087 2.0972 0.1166 0.15 0.04 -0.29
H -2.1963 0.7958 -0.2159 0.03 -0.13 0.19
H -1.9275 0.5963 1.5328 -0.04 -0.08 -0.10
H -2.3443 -0.8186 0.5184 0.03 0.17 0.09
H -0.4140 -2.2987 0.1763 0.06 0.08 0.24
H 2.1692 -1.9362 -0.6774 -0.32 -0.07 -0.08
H 2.2081 0.5264 -1.4062 0.83 0.86 0.46
H 0.9007 2.6480 0.1207 -0.13 -0.10 -0.06

14
Properties=species:S:1:pos:R:3:forces:R:3 method="wB97M-V/def2-TZVPD" total_energy_ha=-324.63295 e_above_lowest_kj_mol=240.3 gap_ha=0.3736 lumo_energy_ev=0.629
C 0.0189 0.9495 0.9799 5.62 -3.25 0.09
C -1.0456 1.6839 0.9131 -4.94 -1.65 -1.60
C -2.1747 1.1186 0.1466 3.45 0.50 -0.23
C -1.9235 0.0599 -0.7278 0.84 -0.80 -0.54
C -0.6670 -0.6698 -0.6292 2.13 2.01 -0.11
H 4.3330 -2.6643 -0.0624 0.82 -0.47 -0.42
H 3.1462 -1.7955 -0.0137 2.70 -0.76 -3.57
H 1.0065 1.1586 1.5265 -1.93 0.33 -0.42
H -1.1348 2.4983 1.5238 -0.52 2.23 1.14
H -3.0112 1.7531 0.0884 -1.28 0.22 -0.25
H -2.5498 -0.1612 -1.6035 -0.23 -0.01 0.84
H -0.0252 -1.3692 -1.4015 -2.82 1.28 1.83
N 0.2232 -0.1880 0.2595 -0.24 -0.92 -0.75
O 3.9281 -2.1196 -0.7463 -3.61 1.27 3.99

14
Properties=species:S:1:pos:R:3:forces:R:3 method="wB97M-V/def2-TZVPD" total_energy_ha=-324.63820 e_above_lowest_kj_mol=226.5 gap_ha=0.3803 lumo_energy_ev=0.772
C -1.8724 -0.8955 -0.1103 -0.03 0.00 -0.03
C -0.3840 -0.8881 0.1306 0.03 -0.26 0.11
C 0.4431 0.3092 -0.4082 0.03 -0.20 -0.03
N -0.3060 1.5601 -0.3867 0.11 0.10 0.13
C 1.7565 0.2735 0.2490 0.48 -0.06 0.20
C 2.8051 0.0800 0.8044 -0.42 0.11 -0.23
O 0.1624 -1.8061 0.6918 -0.19 0.29 -0.18
H -2.3710 -0.6065 0.8206 0.04 0.03 -0.10
H -2.1841 -0.2082 -0.8944 0.04 -0.03 0.05
H -2.1647 -1.9223 -0.3348 -0.02 0.10 0.01
H 0.1737 2.2570 -0.9479 -0.09 -0.09 0.10
H -0.3736 1.9345 0.5554 0.06 -0.09 -0.09
H 0.5966 0.0636 -1.4690 -0.03 -0.03 0.08
H 3.7185 -0.1513 1.2993 -0.01 0.14 -0.02